1.
98
Properties=species:S:1:pos:R:3:lowdin_spin:R:1 method="wB97M-V/def2-TZVPD" s_squared=2.0145 e_homo_ev="-8.46 / -10.81" spin_multiplicity=3 energy_ev=-204062.11381 total_charge=+1 homo_lumo_gap_ev="6.37 / 8.02" relative_energy_kcal_mol=0.0
H 2.69162 -2.38327 1.26401 0.001
N -1.65875 3.49968 -0.86605 0.017
C 3.05855 2.93925 -1.01012 0.033
H -2.05041 -4.46301 4.09060 0.000
H -3.21097 -0.70696 -1.36203 0.000
C 5.39519 -0.52930 0.47445 0.041
H 2.77234 3.80741 -0.40796 0.010
C 1.47662 -9.31149 -2.26418 0.000
Ge 1.31871 -5.41310 -0.60027 0.000
H -2.61046 -6.25188 2.46967 0.000
H -1.14510 -2.13666 5.18948 0.000
H -2.75808 -1.43922 5.21578 0.000
C 0.18086 -5.02542 0.95091 0.000
H 1.32670 -3.37250 1.69940 0.001
C -0.94462 -5.81840 1.18646 0.000
C 5.47094 -4.77429 -1.01409 0.000
H -1.37325 -0.47727 5.71904 0.000
H 2.99262 -5.17488 1.91229 0.000
H 1.54429 -2.23132 3.89619 0.000
C 0.44136 1.56619 3.48447 0.001
S -1.60027 1.13103 0.33588 0.002
H 3.77122 -4.87146 -2.29721 0.000
H 1.59913 -9.73454 -3.25300 0.000
H 0.71390 1.27056 5.62923 0.000
C 4.10923 -4.87081 -1.26669 0.001
N -2.90810 -3.24357 0.26583 0.001
H 1.41882 -11.21799 -1.28242 0.000
C 2.51720 1.66628 -0.44581 0.223
H -3.38627 -2.32570 -2.07523 0.000
C 1.42193 -7.93364 -2.10196 0.000
C 3.29124 -1.55100 0.92000 0.030
O -1.27708 -1.73750 0.37414 0.004
N 0.38659 2.48650 -0.69776 0.003
C 3.19099 -5.00700 -0.22607 0.000
H 0.94058 -1.22120 5.19989 0.000
C 1.23153 -9.59175 0.10506 0.000
H 2.69139 0.48463 4.78906 0.000
C -1.71053 -1.22304 5.00013 0.000
H -2.63163 3.51225 -0.61652 0.000
H 5.28667 1.41757 -0.37486 0.001
H -2.55796 -3.69485 1.10259 0.000
O 0.50692 -1.01712 -1.88922 0.011
H 2.22416 -3.23970 -2.83065 0.000
H -1.92794 -1.50518 2.86519 0.000
H 5.13748 -2.51105 1.33622 0.003
C 4.65864 -1.62162 0.95568 0.069
H 1.51296 -7.30820 -2.98258 0.000
H 2.70930 3.10062 -2.03590 0.010
C 3.67770 -5.04472 1.08089 0.000
N 1.20229 1.43982 -0.31011 0.129
C 3.32269 0.58457 -0.00727 0.076
O 1.05050 -2.50228 -0.39611 0.002
H 5.39857 -4.99607 2.36080 0.000
C -0.32545 -3.80891 2.98703 0.000
C -2.70521 -1.65343 -1.55780 0.000
C 1.43280 -1.19608 4.22756 0.001
C 0.12299 1.87710 4.94064 0.000
Ti 0.46951 -0.51834 0.18558 1.124
C -1.43740 -4.61266 3.21066 0.000
C 2.78988 -0.50685 4.34545 0.000
H 4.14216 2.92537 -1.05070 -0.001
H 1.46417 1.85221 3.22939 0.000
C 5.93893 -4.81811 0.29147 0.000
H -1.18995 -6.62193 0.50090 0.000
C 5.03910 -4.94880 1.34029 0.000
H 1.16267 -10.23499 0.97310 0.000
C 1.17763 -8.21383 0.25973 0.000
C -1.55902 -0.74892 3.55984 0.003
H -0.93048 1.70401 5.16097 0.000
H 1.06948 -7.80393 1.25808 0.000
H 0.68832 -2.87315 -3.60018 0.000
H 6.16782 -4.68163 -1.83750 0.000
H -0.07346 -3.02674 3.69370 0.000
As 0.25231 -0.30394 2.94164 0.012
C -1.75016 -5.61630 2.30153 0.000
H -0.46016 -4.56344 -2.13938 0.000
C 4.73204 0.56940 -0.00264 0.046
H 3.27877 -0.39094 3.37978 0.000
H 3.45667 -1.08556 4.98575 0.000
C 0.89503 -2.19319 -1.61084 0.011
H 0.80960 -5.30276 -3.07440 0.000
C 0.62717 -4.59936 -2.26180 0.000
H 0.79654 3.24829 -1.21703 -0.001
H -3.65601 -3.68237 -0.24077 0.000
C 1.37741 -10.14363 -1.15943 0.000
N 2.61264 -0.48566 0.45192 0.102
C -2.24099 -2.21436 -0.24881 0.002
C 0.47000 -4.01434 1.86712 0.001
H 6.47681 -0.55247 0.47747 0.001
H 7.00162 -4.76100 0.49061 0.000
H -1.24227 4.36011 -1.17914 0.001
C 1.14237 -3.22060 -2.67177 0.001
H 0.33396 2.92417 5.16321 0.000
H -0.21517 2.12268 2.81248 0.000
C -0.91782 2.45504 -0.45005 0.024
H -2.14920 0.15272 3.37900 0.000
H -1.83962 -1.43348 -2.18006 0.000
C 1.26271 -7.36002 -0.84052 0.000


2.
55
Properties=species:S:1:pos:R:3:mulliken_charge:R:1 method="wB97M-V/def2-TZVPD" e_homo_ev=-10.35 energy_ev=-46575.24743 homo_lumo_gap_ev=8.61
H -4.07916 0.50523 0.86755 0.158
O 0.62400 -0.16408 -3.63693 -0.492
H -1.72354 -1.29980 -2.63964 0.165
O 3.02907 2.31148 0.21692 -0.499
H -4.92030 2.82906 1.72409 0.279
N 0.03314 1.96278 0.56532 0.569
O 0.89433 4.00665 1.25672 -0.351
C 2.64909 0.16542 -2.52974 0.758
O -1.49817 -3.68527 -0.60053 -0.497
H -5.58010 3.23586 0.13189 0.362
H 5.98676 -2.29664 0.87513 0.313
H 3.00797 -2.31948 1.83698 0.206
C -1.24412 -2.59734 1.46622 -0.647
N -4.34657 1.48152 -2.11906 -0.548
C 3.23587 0.79571 -1.52213 0.272
H 6.10738 -0.29292 -0.42977 0.318
C -1.17448 0.49193 -1.54953 -0.229
H 4.71459 0.20271 0.57908 0.267
C 0.16291 3.39547 0.61431 0.565
H 4.27427 -1.08164 2.25771 0.314
O -0.52104 0.57763 2.23068 -0.371
C 4.08737 -2.12874 1.96705 -0.981
C -6.11909 1.24884 0.84025 -0.558
C 4.91497 -2.49464 0.69579 -0.554
O 4.58588 0.70914 -1.42971 -0.477
C 5.00539 -0.21418 -0.40308 -0.532
C -4.95701 0.46789 0.21887 -0.063
H -6.63197 3.22910 1.54012 0.346
H -2.15180 -2.34980 2.04378 0.262
F -0.65497 4.05920 -0.22155 -0.258
H -6.99753 1.17774 0.19452 0.317
C 0.91232 1.43592 -0.47417 -1.096
H -1.52555 0.97123 -2.47840 0.353
F 3.31494 -0.53130 -3.42339 -0.335
F 1.29004 1.63296 2.61993 -0.206
H -0.44530 -1.85476 1.64320 0.003
C -4.60352 1.03682 -1.09745 0.306
O -2.22414 -1.56695 -0.60619 -0.282
H -0.35735 -1.58950 -1.50072 0.583
C 2.42096 1.59723 -0.49531 0.425
H -0.85648 -3.58461 1.76360 0.344
H 4.76837 -2.12621 -1.48967 0.282
H 4.45532 -2.78448 2.78070 0.347
C 1.14455 0.20394 -2.64773 0.242
H -6.38427 0.78868 1.79467 0.328
H -1.72876 0.85599 -0.67612 0.258
C -1.64701 -2.68137 -0.01373 0.634
H 4.72633 -3.55433 0.44242 0.326
C -1.32802 -1.07547 -1.63276 -0.651
C 4.45140 -1.65120 -0.54113 -0.049
C -5.78936 2.71971 1.07065 -1.161
C 0.25180 1.34088 1.84842 0.490
H 3.34242 -1.69898 -0.54200 0.003
H -5.23284 -0.57883 0.08539 0.340
C 0.33103 0.76586 -1.47151 0.102


3.
16
Properties=species:S:1:pos:R:3:lowdin_spin:R:1 method="wB97M-V/def2-TZVPD" s_squared=0.7537 e_homo_ev="-16.56 / -16.30" spin_multiplicity=2 energy_ev=-4330.78750 total_charge=+1 homo_lumo_gap_ev="13.51 / 5.05" relative_energy_kcal_mol=10.2
H -2.02821 -1.20565 0.70152 0.003
C 1.73823 0.00550 0.10847 0.208
C -1.41995 0.83736 0.95920 0.080
H 2.10655 -1.48689 -1.38151 0.041
H -1.30176 -0.54482 -0.70986 0.033
C 1.63124 -0.49667 -1.28429 0.219
C -1.99592 -0.28907 0.12609 0.082
H 2.02245 0.18878 -2.02867 0.002
H 1.56954 1.05258 0.40816 0.020
H -1.49773 1.77226 0.39831 0.000
H -0.33870 0.70382 1.11670 0.033
H 1.10468 -0.54921 0.80237 0.008
H 0.52276 -0.74111 -1.30457 0.096
H -2.97308 0.01678 -0.24307 0.018
H -1.96232 0.92596 1.89869 0.022
H 2.82222 -0.18963 0.43244 0.132


4.
16
Properties=species:S:1:pos:R:3:mulliken_charge:R:1 method="wB97M-V/def2-TZVPD" e_homo_ev="-8.74 / -8.20" energy_ev=-83636.79354 homo_lumo_gap_ev="7.62 / 7.51" relative_energy_kcal_mol=100.6
H 1.87721 0.26340 0.32440 0.387
H -0.64467 0.63558 -2.32712 0.367
H 0.51472 -1.79572 0.56239 0.418
C -0.12092 -0.92319 0.71242 -1.253
H 0.19659 -0.74491 1.96760 -0.353
P -1.59929 1.37374 0.29911 0.109
C -0.02669 0.32059 -0.17376 1.151
H -1.12880 -1.36216 0.72048 0.431
H 1.59077 1.59585 -1.01164 0.287
H 1.15933 1.88525 0.64142 0.388
C -0.25807 -0.16587 -1.62481 -1.425
H 0.63856 -0.74176 -1.89695 0.387
Br -3.03614 -0.24629 0.47345 -0.191
C 1.24111 1.05230 -0.06239 -1.446
H -1.11053 -0.78517 -1.58728 0.465
H 0.70683 -0.36165 2.98269 0.278


5.
61
Properties=species:S:1:pos:R:3:mulliken_charge:R:1 method="wB97M-V/def2-TZVPD" e_homo_ev=-8.77 energy_ev=-113770.78470 homo_lumo_gap_ev=8.95
C -2.25285 -1.79547 -2.24335 -0.925
C -2.65508 0.45535 -1.30013 -0.306
H 2.33564 4.43831 0.25698 0.430
O 1.60995 0.51467 0.89715 0.029
H -6.13622 1.03380 -4.95654 0.299
H -3.71137 0.14259 -1.33852 0.660
C 1.73702 -3.16906 4.96247 -0.941
O -5.43591 -0.97090 -1.80117 -0.645
H 0.89129 -2.78835 5.54220 0.340
H 0.74940 -0.84487 1.83331 0.273
N -6.30196 -0.80338 -3.94096 0.129
O 0.93659 0.13936 1.97901 -0.446
C 3.45105 4.17537 0.57483 -0.929
H 0.19165 -1.08962 -2.16179 0.405
H 3.91097 -0.63408 -0.37469 0.272
H 4.28470 1.64806 1.79896 0.079
H 4.27856 5.00815 4.22588 0.311
H 4.72395 1.89637 -2.78292 0.242
H -7.46726 -2.32661 -3.13704 0.299
H 1.97880 -2.99632 2.39075 0.319
H 1.92389 2.15256 2.22943 0.295
H -0.04060 -0.01955 -0.74775 0.214
C 3.73322 4.93546 2.00109 0.615
H -0.46977 -5.28884 4.00281 0.301
C 2.01885 1.91876 1.06342 -0.747
H -7.24626 -2.40988 -4.90981 0.382
H 4.29761 3.23444 3.49994 0.253
H -1.80506 -2.58452 -1.63244 0.317
C 1.42871 -3.92193 2.62671 0.091
H -5.90286 -2.84003 -3.81052 0.273
N 3.97414 6.31216 1.92731 -0.698
H 1.06710 -6.18071 4.08729 0.289
H 3.92298 6.60313 0.90778 0.276
H -3.34194 -1.86849 -2.18205 0.343
N 1.24419 -4.11153 3.97977 0.109
H 3.08477 1.73753 -3.00525 0.287
C -6.53140 0.02548 -5.10595 -0.926
P 3.83158 2.29615 0.58936 0.183
C -6.76025 -2.17653 -3.95862 -0.923
O -2.32948 1.55909 -0.88120 -0.649
O 3.69040 -0.14235 -1.21964 -0.570
Br 6.05526 2.79226 0.19337 -0.412
H 1.21479 2.58768 0.53691 0.239
C 3.72241 4.25363 3.49215 -0.864
B 3.75040 1.32329 -1.05732 0.815
H 0.46789 -5.30276 5.52557 0.379
H -6.03541 -0.43071 -5.96743 0.344
O 1.03902 -4.67705 1.74484 -0.617
H -1.94280 -1.91656 -3.28522 0.303
H 2.62973 4.13920 3.91916 0.236
H -7.60781 0.08533 -5.29060 0.333
H 2.43600 -3.68474 5.62719 0.346
H -0.17763 0.64495 -2.39219 0.281
H 2.24974 -2.33109 4.48276 0.321
C -5.66160 -0.32574 -2.81734 0.208
C 0.53572 -5.28935 4.43440 -0.944
N 3.79174 2.16219 -2.35553 -0.637
H 4.13306 4.72271 -0.23421 0.444
H -5.35516 0.72906 -2.90970 0.289
C -0.36647 -0.23502 -1.76988 -0.855
N -1.78761 -0.51107 -1.76304 0.186


6.
17
Properties=species:S:1:pos:R:3:mulliken_charge:R:1 method="wB97M-V/def2-TZVPD" e_homo_ev=-9.24 energy_ev=-28026.98441 homo_lumo_gap_ev=9.87 relative_energy_kcal_mol=37.1
H 1.94634 0.78614 -0.59968 0.374
H -0.55970 0.56494 2.10368 0.379
S 0.62885 0.62465 -2.43984 -0.152
H 1.55380 -1.70566 0.68339 0.475
H -0.44470 1.41272 -2.22249 0.150
S 0.33937 2.44196 -0.18619 -0.177
C 0.57808 -1.73407 0.34824 -1.736
C -1.37012 -0.23059 -0.08627 -1.722
O 0.21256 0.09206 1.77141 -0.602
H 0.63643 2.30652 1.15847 0.153
H -1.59989 0.82962 -0.06498 0.429
H -0.03639 -2.44086 0.87910 0.401
H -1.30763 -0.58957 -1.10467 0.396
H -2.07748 -0.59151 0.54767 0.517
H 0.55044 -2.18946 -0.62124 0.370
C 0.05372 -0.30497 0.42498 1.398
C 0.89631 0.72810 -0.59158 -0.653